{"formula": "C28H80N4O10", "method": "wB97M-V/def2-TZVPD", "symbols": ["C", "C", "C", "O", "C", "N", "H", "H", "H", "H", "H", "H", "H", "H", "H", "H", "H", "C", "C", "C", "O", "C", "N", "H", "H", "H", "H", "H", "H", "H", "H", "H", "H", "H", "C", "C", "C", "O", "C", "N", "H", "H", "H", "H", "H", "H", "H", "H", "H", "H", "H", "C", "C", "C", "O", "C", "N", "H", "H", "H", "H", "H", "H", "H", "H", "H", "H", "H", "C", "C", "O", "H", "H", "H", "H", "H", "H", "C", "C", "O", "H", "H", "H", "H", "H", "H", "C", "C", "O", "H", "H", "H", "H", "H", "H", "C", "C", "O", "H", "H", "H", "H", "H", "H", "C", "C", "O", "H", "H", "H", "H", "H", "H", "C", "C", "O", "H", "H", "H", "H", "H", "H"], "coordinates": [[-1.025011, -0.599886, 1.710320], [-0.750451, 0.451284, 2.841550], [-1.598061, 0.132564, 4.147550], [-2.892031, -0.208736, 3.749430], [-4.008291, 0.713894, 3.596470], [0.690079, 0.357834, 3.017010], [-0.845521, -1.648216, 1.948860], [-0.367221, -0.382476, 0.868810], [-2.029951, -0.626796, 1.289060], [-1.133301, 1.358594, 2.374310], [-1.630431, 0.936494, 4.882910], [-1.162501, -0.715806, 4.675430], [-4.851611, 0.394554, 4.208790], [-4.472191, 0.687724, 2.610470], [-3.780011, 1.773084, 3.715240], [0.981159, 1.246034, 3.399720], [0.865249, -0.379216, 3.684980], [5.347479, 0.493014, -0.667320], [3.974219, -0.269116, -0.225470], [2.949229, 0.076934, -1.362180], [3.237559, -0.702576, -2.561400], [3.699689, -0.050826, -3.762640], [4.229439, -1.651386, 0.085830], [5.980039, 0.331064, 0.205460], [5.346849, 1.573254, -0.812810], [5.763659, 0.072594, -1.582820], [3.489609, 0.145354, 0.658540], [2.999809, 1.154224, -1.520140], [2.006209, -0.235286, -0.913480], [3.364989, 0.971604, -3.937860], [3.153369, -0.561976, -4.555330], [4.764629, -0.264276, -3.854500], [4.070869, -2.215636, -0.736720], [3.447709, -1.918726, 0.666790], [-1.748371, -3.030316, -1.774510], [-1.892001, -2.928186, -0.202260], [-3.107901, -2.098196, 0.182920], [-3.170621, -2.204406, 1.627000], [-4.527541, -2.095006, 2.236380], [-1.992521, -4.290736, 0.270880], [-2.671551, -3.398776, -2.221810], [-0.931851, -3.696486, -2.053100], [-1.210051, -2.164596, -2.160330], [-1.003551, -2.491206, 0.253590], [-3.995091, -2.562456, -0.247730], [-2.982931, -1.066136, -0.144710], [-5.103801, -2.835366, 1.681490], [-5.000521, -1.119216, 2.125910], [-4.542551, -2.442106, 3.269530], [-2.431021, -4.054376, 1.149480], [-2.670251, -4.829856, -0.248850], [4.741929, 0.823474, 4.086000], [3.668709, -0.158506, 3.815260], [2.765069, 0.046564, 2.542600], [2.319409, 1.420454, 2.479800], [1.906039, 1.798014, 1.255460], [4.125379, -1.532876, 4.054200], [4.363029, 1.720394, 4.575970], [5.276009, 1.119684, 3.183160], [5.450959, 0.434614, 4.816870], [2.807229, -0.060766, 4.475880], [1.995219, -0.721766, 2.471140], [3.425579, -0.164566, 1.701620], [1.114079, 1.107634, 0.965160], [2.647559, 1.780224, 0.456760], [1.683339, 2.864934, 1.241940], [3.219109, -1.867486, 4.348820], [4.707109, -1.526936, 4.879820], [0.451449, 0.666324, -0.706420], [-0.887011, -0.063346, -1.229070], [-1.218441, 0.559674, -2.451610], [0.188409, 1.541814, -0.112760], [1.110299, 0.956314, -1.524900], [1.049989, 0.092564, 0.001150], [-1.746911, 0.030424, -0.565830], [-0.686441, -1.134686, -1.239810], [-1.938631, 0.068834, -2.854110], [-0.904721, -1.608736, -3.898180], [-1.988041, -0.670996, -4.585510], [-2.776561, -0.112816, -3.568460], [-0.490261, -2.214386, -4.704110], [-1.373851, -2.435116, -3.364230], [-0.181911, -1.152476, -3.221820], [-2.610201, -1.215876, -5.295530], [-1.563421, 0.170904, -5.132330], [-3.615391, 0.207074, -3.908510], [-0.779441, 1.969584, -4.897720], [0.449549, 1.819264, -4.052310], [0.861719, 0.502284, -3.896790], [-0.967721, 3.009284, -5.165370], [-1.704231, 1.747454, -4.365260], [-0.635961, 1.469184, -5.855380], [0.205399, 2.372744, -3.145580], [1.196259, 2.510134, -4.443780], [0.133389, -0.036096, -3.578540], [-0.648541, 3.480204, 0.507160], [-1.466221, 4.697374, 0.127560], [-2.531471, 4.735194, 0.995240], [0.162529, 3.303194, -0.199180], [-1.310711, 2.620454, 0.609490], [-0.067731, 3.599404, 1.421790], [-1.909581, 4.481504, -0.844520], [-0.948421, 5.655704, 0.087750], [-2.864851, 3.835464, 0.964270], [-3.071341, 2.013344, -1.133480], [-3.147421, 1.546144, 0.303900], [-3.357361, 2.803414, 0.983670], [-2.205531, 2.579504, -1.476890], [-3.999251, 2.524504, -1.390010], [-2.870621, 1.095384, -1.685890], [-2.171851, 1.256124, 0.694120], [-3.878211, 0.741884, 0.388760], [-4.186481, 3.196184, 0.701010], [1.664279, -2.937626, 1.213400], [1.160799, -2.102156, 0.047660], [1.857009, -2.374766, -1.112200], [2.707589, -2.631316, 1.289470], [1.611899, -4.024406, 1.148090], [1.182839, -2.619686, 2.138180], [1.009389, -1.054986, 0.309560], [0.195889, -2.560326, -0.169430], [2.457209, -3.123836, -1.095960]], "atomic_forces_ev_per_a": [[-0.3, 0.2, 0.2], [-1.4, -2.8, 0.0], [0.2, 1.1, -1.5], [-2.4, -0.2, -0.2], [0.7, -0.2, 0.0], [-7.3, 0.5, 2.4], [0.2, 0.2, 0.8], [-0.5, 0.2, 1.0], [0.6, 0.6, 0.9], [0.6, 0.6, 0.6], [0.3, 0.5, -0.1], [0.0, -0.3, -0.2], [0.3, 0.1, 0.7], [0.7, -0.3, -0.5], [0.4, -0.1, 0.6], [-0.2, -0.6, 0.6], [-0.4, 0.0, 0.5], [-0.9, -1.0, 1.8], [1.6, 2.6, -3.4], [2.1, -2.7, 0.3], [-0.1, 1.3, 0.4], [-0.9, -1.2, 0.4], [0.1, 0.3, -0.1], [0.7, -0.2, -0.3], [-0.8, 0.1, 0.0], [0.0, -0.4, 0.2], [1.3, 0.7, -2.3], [-0.1, 0.0, -0.3], [2.0, -0.2, -2.0], [0.5, 0.3, 0.7], [0.3, -0.3, -0.2], [0.1, 0.6, -0.2], [0.5, 0.2, -0.4], [1.1, 0.4, -0.3], [1.2, 0.1, 3.4], [-0.5, -0.8, -2.8], [-0.2, -0.9, 1.1], [-2.1, 0.2, 0.5], [1.0, -1.2, -1.7], [0.0, 0.4, 1.2], [0.0, 0.6, -0.3], [-0.1, -1.0, 0.5], [-2.1, -0.5, 1.7], [-1.4, -0.2, -0.1], [-0.3, 0.1, -0.2], [-0.5, -0.2, 0.0], [-0.5, 0.1, 0.0], [0.3, -0.1, 0.0], [0.6, 0.4, -0.1], [-0.1, -1.2, 0.9], [-0.2, 0.0, -0.3], [0.5, 1.2, 0.2], [-2.5, 0.3, 0.2], [4.6, -0.8, -0.6], [6.2, 0.4, 1.0], [0.1, 0.8, -1.3], [-1.0, 0.0, -1.1], [-0.2, 0.2, -0.4], [0.1, 0.0, 0.0], [0.2, -0.2, -0.2], [0.4, 0.9, 1.4], [1.0, 0.4, -0.1], [-0.3, 0.1, 2.1], [0.6, 1.6, 1.3], [0.5, -0.4, 0.0], [-0.5, -0.3, 0.5], [0.3, -1.5, 0.2], [0.0, 0.0, 0.1], [-3.7, 0.8, -0.8], [2.3, 1.9, 0.4], [4.9, 0.7, 3.9], [-0.6, -0.4, -1.2], [-1.3, 0.2, 0.0], [-1.3, 1.1, -1.2], [0.7, 0.1, 0.0], [0.2, 0.6, -0.4], [0.6, 0.8, 2.1], [-1.6, -1.0, -3.3], [1.7, -1.5, -0.8], [-6.8, -2.3, -4.1], [1.0, 0.7, -0.3], [-0.1, 1.2, -2.1], [-0.3, -1.4, -0.4], [0.0, -0.4, 0.2], [0.1, -1.1, 0.1], [-0.2, 0.1, 0.1], [-0.4, 1.5, -0.8], [-0.7, 1.6, 0.2], [1.7, 0.8, -0.8], [0.5, 0.4, 0.0], [0.3, -0.4, -0.2], [-0.3, -0.2, 0.0], [0.0, -0.5, 0.8], [0.8, -0.8, -0.5], [0.2, 1.5, -0.1], [1.4, 0.9, -0.1], [-0.3, -0.7, -0.3], [0.8, 5.6, 1.2], [-0.4, -0.1, -0.5], [0.9, 0.5, -0.2], [-0.7, 0.3, 0.4], [0.5, 0.4, -0.8], [0.2, -0.1, 0.1], [1.4, 1.4, 0.4], [0.1, -1.9, -0.8], [1.0, 2.3, -1.0], [-4.3, -6.5, 1.6], [-0.1, 0.3, 0.8], [-0.1, -0.1, -0.3], [-1.2, 0.5, -0.4], [-0.6, -0.5, -0.1], [-0.3, 0.4, 0.7], [-0.6, -0.2, -0.1], [0.6, 1.0, 0.7], [-1.2, -3.9, 1.1], [0.4, 0.4, -2.0], [-0.7, -1.3, 1.3], [-0.2, 0.1, -0.5], [-0.1, -0.2, 0.1], [0.9, -1.9, 0.0], [0.8, 0.8, 0.1], [-0.3, 0.0, 0.5]], "e_above_lowest_kcal_mol": 518.7, "e_tot_ha": -2085.2708}

---

{"formula": "C28H83HgO14", "method": "wB97M-V/def2-TZVPD", "symbols": ["Hg", "C", "C", "O", "H", "H", "H", "H", "H", "C", "C", "O", "H", "H", "H", "H", "H", "H", "C", "C", "O", "H", "H", "H", "H", "H", "H", "C", "C", "O", "H", "H", "H", "H", "H", "H", "C", "C", "O", "H", "H", "H", "H", "H", "H", "C", "C", "O", "H", "H", "H", "H", "H", "H", "C", "C", "O", "H", "H", "H", "H", "H", "H", "C", "C", "O", "H", "H", "H", "H", "H", "H", "C", "C", "O", "H", "H", "H", "H", "H", "H", "C", "C", "O", "H", "H", "H", "H", "H", "H", "C", "C", "O", "H", "H", "H", "H", "H", "H", "C", "C", "O", "H", "H", "H", "H", "H", "H", "C", "C", "O", "H", "H", "H", "H", "H", "H", "C", "C", "O", "H", "H", "H", "H", "H", "H"], "coordinates": [[0.961267, 2.768107, 2.492990], [-0.453869, -0.522496, -0.250371], [0.495007, 0.624609, 0.054126], [0.870732, 0.727540, 1.408360], [-0.551339, -0.601026, -1.337278], [-1.441466, -0.460897, 0.207104], [-0.007220, -1.475009, 0.046380], [0.201056, 1.614845, -0.319512], [1.381436, 0.419374, -0.567395], [-3.386438, -1.536874, -3.232484], [-3.008155, -0.090056, -2.973503], [-4.032569, 0.785368, -3.428095], [-4.332337, -1.790006, -2.755258], [-2.628915, -2.285347, -3.005317], [-3.566259, -1.717452, -4.296576], [-2.076388, 0.204674, -3.473205], [-2.744929, 0.049064, -1.917646], [-3.740105, 1.689286, -3.282408], [2.834114, -2.386496, 1.461574], [2.697986, -3.381342, 2.617213], [1.331945, -3.660492, 2.813085], [3.869181, -2.447493, 1.117494], [2.536314, -1.380889, 1.766929], [2.130607, -2.685169, 0.687286], [3.154873, -2.963230, 3.522242], [3.143970, -4.337171, 2.342348], [0.820393, -2.888603, 3.094462], [3.477366, -0.747997, -1.950390], [4.402177, -1.648920, -2.757016], [4.551602, -1.039744, -4.024890], [2.615643, -0.391869, -2.518143], [4.008212, 0.156609, -1.641151], [3.075597, -1.260087, -1.075608], [3.930580, -2.637114, -2.758085], [5.384732, -1.742986, -2.285581], [4.842587, -1.663456, -4.695673], [-4.543043, -3.390886, -0.204181], [-3.182895, -3.649472, 0.428609], [-2.717942, -4.916304, 0.012126], [-5.326841, -3.890254, 0.369516], [-4.583640, -3.768531, -1.224247], [-4.816131, -2.335070, -0.238078], [-3.137083, -3.552447, 1.516741], [-2.536636, -2.871258, -0.008574], [-1.841636, -5.076698, 0.375867], [-0.086342, 2.469178, -3.564121], [0.140208, 3.964174, -3.637420], [-0.786097, 4.657177, -2.787482], [0.014378, 2.096413, -2.542606], [0.624203, 1.946297, -4.203487], [-1.094884, 2.200266, -3.885818], [-0.015175, 4.345297, -4.648850], [1.167847, 4.145360, -3.304506], [-0.694118, 5.578009, -3.053138], [-1.221777, 5.498098, 0.402318], [-1.089401, 3.998601, 0.345137], [-1.065318, 3.435682, 1.681343], [-2.191228, 5.709415, 0.865245], [-1.164328, 5.965161, -0.575098], [-0.538306, 5.930939, 1.138318], [-0.180815, 3.691111, -0.169713], [-1.952261, 3.572206, -0.168528], [-1.996424, 3.278810, 1.948569], [0.359502, -1.201371, -4.552079], [-0.582045, -1.605507, -5.684885], [-1.000154, -2.972404, -5.506640], [-0.114176, -1.382714, -3.585839], [0.745830, -0.188380, -4.631840], [1.204675, -1.891342, -4.614973], [-0.071862, -1.536906, -6.646965], [-1.515651, -1.037090, -5.653507], [-1.685923, -3.141100, -6.158041], [-2.058160, -2.061628, 4.135898], [-1.278615, -1.776715, 2.847071], [-0.015509, -1.225043, 3.220750], [-1.478554, -2.703779, 4.794227], [-3.042931, -2.489063, 3.949540], [-2.253025, -1.081994, 4.583547], [-1.813611, -1.134482, 2.147683], [-1.196694, -2.755570, 2.362531], [0.319293, -0.749474, 2.418436], [-3.914202, 1.147952, 0.896582], [-4.027994, 1.461868, 2.395138], [-3.584588, 2.807198, 2.653868], [-2.888420, 1.324855, 0.567430], [-4.556100, 1.759222, 0.259003], [-4.215201, 0.109870, 0.742943], [-3.390358, 0.777862, 2.951053], [-5.072000, 1.382692, 2.700641], [-4.250769, 3.383313, 2.260028], [-0.359392, 0.739839, 6.391163], [-0.861971, 1.650540, 5.289080], [-0.129884, 1.462192, 4.059576], [-0.396133, -0.321764, 6.158392], [-0.954937, 0.904514, 7.291615], [0.654845, 1.045239, 6.657369], [-0.824820, 2.704061, 5.555077], [-1.901502, 1.382627, 5.076106], [-0.270135, 0.540030, 3.778328], [4.681824, 0.521097, 2.665348], [3.545845, 0.902449, 3.598627], [3.092094, 2.248753, 3.328534], [4.328990, 0.202332, 1.682965], [5.203179, -0.382724, 2.995082], [5.468182, 1.275615, 2.602279], [3.829831, 0.775138, 4.643424], [2.673272, 0.286322, 3.382101], [3.787337, 2.838377, 3.647740], [3.545627, 3.429957, -1.112108], [3.549523, 3.616842, 0.386959], [2.244178, 3.958828, 0.902433], [3.066369, 4.289645, -1.590303], [2.967112, 2.562332, -1.435689], [4.537790, 3.343291, -1.552728], [4.254696, 4.403783, 0.670808], [3.872640, 2.732682, 0.935544], [2.215668, 4.921053, 0.826289], [1.051980, -3.728724, -1.496851], [-0.114929, -4.204424, -2.333711], [0.269389, -4.484454, -3.675205], [0.722544, -3.725168, -0.450533], [1.384213, -2.703276, -1.672340], [1.930423, -4.374677, -1.517895], [-0.879999, -3.423994, -2.373042], [-0.543478, -5.098425, -1.879553], [-0.194826, -3.838710, -4.240430]], "atomic_forces_ev_per_a": [[-0.2, -1.8, -0.8], [0.1, 0.0, -0.2], [1.0, 0.3, 0.0], [-0.2, 0.3, 0.7], [-0.2, 0.1, 0.0], [0.0, 0.2, -0.1], [0.1, 0.1, 0.2], [-0.7, -0.2, -0.1], [0.2, -0.1, 0.1], [-0.4, 0.0, -0.9], [0.9, 0.0, 0.0], [-0.2, -0.3, 0.3], [0.1, 0.0, 0.3], [0.1, 0.3, 0.5], [0.0, 0.4, -0.1], [0.0, -0.4, -0.3], [-0.5, 0.1, 0.2], [0.0, 0.0, 0.0], [0.2, -0.5, 0.5], [-0.7, 0.8, -0.5], [-0.7, -0.8, 0.4], [-0.1, 0.5, -0.3], [0.3, 0.1, 0.0], [0.3, -0.1, -0.2], [0.1, -0.3, 0.0], [0.2, 0.1, 0.2], [0.6, 0.2, 0.0], [0.2, 0.4, 0.3], [-0.6, 0.2, 0.4], [-0.2, 0.0, -0.4], [0.1, -0.3, -0.3], [0.0, 0.0, 0.2], [0.2, 0.0, 0.1], [0.2, -0.1, -0.6], [-0.1, 0.0, 0.2], [0.1, -0.1, 0.2], [-0.6, -0.4, 0.7], [0.4, 0.8, -1.1], [-0.2, -0.3, 0.1], [-0.1, -0.1, -0.1], [0.2, -0.1, 0.0], [0.3, 0.1, 0.1], [-0.4, 0.0, 0.0], [0.3, 0.0, 0.3], [0.0, 0.0, 0.0], [-0.5, 0.0, 0.0], [-0.1, -0.3, 0.1], [0.3, -0.1, 0.0], [0.2, 0.1, 0.0], [0.0, 0.1, 0.0], [0.0, 0.1, -0.1], [0.3, -0.2, -0.1], [0.0, 0.3, -0.2], [-0.3, 0.1, 0.2], [-0.6, 0.0, 1.0], [0.0, 0.0, -0.1], [-0.1, 0.5, -0.6], [-0.1, 0.2, -0.3], [0.1, 0.0, 0.0], [0.4, 0.0, -0.4], [-0.1, -0.1, 0.0], [0.2, -0.1, -0.2], [0.1, -0.3, 0.6], [0.0, -1.1, -0.4], [-0.4, 0.0, 0.4], [0.3, 0.4, 0.1], [-0.1, 0.2, 0.0], [-0.2, 0.0, -0.1], [0.2, 0.1, 0.2], [-0.1, 0.3, 0.0], [0.3, 0.5, -0.3], [0.0, -0.2, 0.1], [-0.1, 1.2, -0.6], [-0.8, -1.3, 0.8], [-0.3, 0.4, -0.7], [0.0, 0.1, 0.1], [0.1, -0.2, -0.2], [0.1, -0.2, 0.5], [0.0, 0.2, 0.2], [0.6, 0.2, -0.3], [0.3, 0.2, 0.1], [0.0, 0.0, 0.4], [-0.2, 0.3, -1.3], [0.1, 0.0, 0.0], [0.1, -0.3, 0.0], [-0.2, 0.1, 0.2], [0.2, 0.0, -0.2], [-0.1, 0.1, 0.2], [0.1, -0.2, 0.3], [0.0, 0.1, 0.2], [0.4, 0.8, 0.5], [-0.6, -0.8, -0.2], [-0.1, 0.4, 0.6], [0.0, 0.1, -0.3], [-0.1, 0.0, -0.1], [0.1, -0.3, 0.0], [0.1, 0.0, 0.0], [-0.1, 0.3, 0.0], [0.4, -0.3, -0.3], [0.3, -0.7, -0.1], [-0.1, -0.8, -0.7], [0.6, 0.3, 0.6], [-0.1, 0.6, -0.1], [-0.2, 0.1, 0.5], [-0.2, 0.2, -0.1], [-0.1, 0.3, 0.0], [0.1, -0.1, 0.2], [-0.2, 0.2, -0.1], [-0.7, 0.1, -0.4], [0.9, -0.5, 0.1], [0.2, 0.8, -0.2], [0.1, 0.1, 0.1], [0.0, -0.1, 0.2], [0.1, 0.0, 0.3], [-0.1, 0.1, 0.0], [-0.2, -0.1, -0.2], [-0.5, -0.1, 0.1], [0.0, 0.2, 1.0], [0.5, 0.2, -0.7], [-0.1, 0.3, 0.2], [0.0, -0.1, 0.1], [-0.1, 0.0, -0.5], [-0.1, -0.2, -0.3], [-0.2, -0.1, 0.4], [-0.1, 0.0, -0.1], [0.2, -0.7, 0.0]], "total_charge": 1, "e_tot_ha": -2322.9929}

---

no.,orbital gap (eV),M (g/mol)
1,7.87,632.97
2,7.23,844.55